# C5H9NO6

A molecular structure, C5H9NO6 in a non-equilibrium geometry (the ωB97M-V functional and the def2-TZVPD basis, OMol25).

Summary:
**Gap between HOMO and LUMO (alpha / beta)**: 8.428 / 8.416 eV
**F_max**: 4.80 eV Å⁻¹
**Energy relative to the best compared isomer or geometry (same formula, charge and spin)**: 251.5 kcal per mole
**E_HOMO (alpha / beta)**: -9.39 / -9.38 eV
**Charge**: 0
**Molar mass**: 179.128 g/mol
**Multiplicity**: 1
**LUMO energy (alpha / beta)**: -0.96 / -0.96 eV

Geometry (Å):
N1 2.367 -1.295 2.954
O1 2.149 -2.231 3.628
O2 0.972 -1.116 1.954
O3 3.138 -0.437 2.701
C1 1.481 0.700 -2.008
C2 0.109 1.192 -1.698
C3 -0.456 0.221 -0.686
C4 -1.644 0.507 0.287
O4 -1.682 1.404 1.077
C5 -2.706 -0.600 0.286
O5 0.679 0.233 0.164
O6 0.124 -0.271 1.416
H1 1.919 1.406 -2.699
H2 2.057 0.651 -1.088
H3 1.448 -0.278 -2.457
H4 0.129 2.139 -1.170
H5 -0.585 1.198 -2.553
H6 -0.553 -0.796 -1.051
H7 -2.617 -1.281 -0.572
H8 -2.609 -1.185 1.223
H9 -3.722 -0.160 0.292